Entry 1:
{"formula": "C40H36GeIN7S3Tl", "method": "ωB97M-V/def2-TZVPD", "species": ["Tl", "C", "C", "N", "N", "C", "N", "S", "C", "C", "C", "C", "C", "N", "H", "H", "H", "H", "H", "H", "H", "H", "H", "C", "C", "N", "C", "C", "S", "C", "C", "S", "C", "N", "C", "H", "H", "H", "H", "H", "H", "H", "H", "C", "Ge", "C", "C", "C", "C", "C", "C", "C", "C", "C", "C", "C", "C", "C", "C", "C", "C", "C", "C", "H", "H", "H", "H", "H", "H", "H", "H", "H", "H", "H", "H", "H", "H", "H", "I", "C", "C", "C", "C", "N", "C", "H", "H", "H", "H"], "xyz": [[-0.058, -0.235, 1.413], [-2.693, -2.383, 4.826], [-1.714, -1.843, 3.828], [-1.788, -0.683, 3.303], [-2.799, 0.162, 3.679], [-3.043, 1.081, 2.801], [-4.060, 1.964, 3.117], [-2.305, 1.333, 1.244], [-0.593, -2.683, 3.341], [-0.477, -3.993, 3.658], [0.684, -4.779, 3.167], [0.958, -5.090, 1.702], [0.313, -4.020, 0.831], [0.284, -2.062, 2.507], [-3.359, -1.590, 5.155], [-3.284, -3.182, 4.374], [-2.166, -2.806, 5.682], [-4.268, 2.004, 4.103], [-4.005, 2.850, 2.644], [-1.200, -4.468, 4.306], [1.032, -5.562, 3.831], [1.267, -6.076, 1.378], [0.745, -4.011, -0.173], [3.098, -0.123, 0.371], [2.934, -1.440, 1.088], [1.786, -1.988, 0.830], [1.096, -2.919, 1.679], [1.788, -4.063, 2.440], [4.276, -1.912, 2.015], [-1.184, -4.042, 0.755], [-1.930, -5.178, 0.751], [-3.599, -4.789, 0.774], [-3.196, -3.106, 0.765], [-1.923, -2.878, 0.730], [-4.239, -2.039, 0.849], [2.452, 0.822, 1.083], [2.902, -0.182, -0.688], [4.031, 0.387, 0.595], [2.822, -4.082, 2.733], [-1.579, -6.195, 0.804], [-5.022, -2.181, 0.103], [-3.767, -1.067, 0.707], [-4.702, -2.035, 1.838], [1.407, 1.290, 0.856], [1.398, 2.276, -0.823], [1.431, 4.180, -0.312], [1.581, 4.563, 1.017], [1.601, 5.907, 1.373], [1.474, 6.886, 0.399], [1.322, 6.519, -0.933], [1.297, 5.176, -1.280], [-0.167, 2.205, -2.022], [-1.373, 2.724, -1.552], [-2.511, 2.739, -2.347], [-2.458, 2.255, -3.647], [-1.259, 1.761, -4.141], [-0.127, 1.739, -3.336], [2.989, 2.031, -1.965], [4.022, 2.965, -1.919], [5.167, 2.812, -2.693], [5.298, 1.719, -3.535], [4.280, 0.776, -3.595], [3.144, 0.933, -2.816], [1.682, 3.793, 1.774], [1.714, 6.189, 2.413], [1.489, 7.934, 0.675], [1.218, 7.280, -1.697], [1.165, 4.898, -2.322], [-1.434, 3.123, -0.547], [-3.440, 3.126, -1.945], [-3.343, 2.261, -4.270], [-1.204, 1.387, -5.157], [0.797, 1.359, -3.754], [3.934, 3.827, -1.269], [5.959, 3.549, -2.633], [6.190, 1.596, -4.136], [4.377, -0.088, -4.241], [2.373, 0.169, -2.860], [-4.321, -1.040, -3.436], [-2.352, -1.278, -2.793], [-1.455, -2.034, -3.527], [-0.171, -2.184, -3.029], [0.150, -1.595, -1.816], [-0.722, -0.869, -1.122], [-1.948, -0.696, -1.603], [-1.752, -2.498, -4.459], [0.566, -2.770, -3.561], [1.118, -1.729, -1.344], [-2.619, -0.086, -1.010]], "e_homo_ev": -4.3, "e_tot_ev": -154307.004, "e_lumo_ha": 0.068, "total_charge": -1, "orbital_gap_ev": 6.2}

Entry 2:
{"formula": "C40H36I2N2ORhS2Sb", "method": "ωB97M-V/def2-TZVPD", "species": ["Rh", "I", "C", "C", "C", "I", "C", "O", "C", "C", "N", "C", "C", "C", "C", "C", "C", "N", "C", "H", "H", "H", "H", "H", "H", "H", "H", "H", "H", "H", "S", "C", "C", "C", "C", "C", "C", "S", "H", "H", "H", "H", "C", "C", "C", "C", "C", "C", "C", "Sb", "C", "C", "C", "C", "C", "C", "C", "C", "C", "C", "C", "C", "C", "C", "H", "H", "H", "H", "H", "H", "H", "H", "H", "H", "H", "H", "H", "H", "H", "H", "H", "H", "H", "H", "H"], "xyz": [[0.991, -0.391, 1.267], [-0.101, 2.366, 7.877], [-0.047, 2.046, 5.813], [0.707, 2.883, 5.007], [0.760, 2.648, 3.641], [1.835, 3.951, 2.421], [0.083, 1.569, 3.065], [0.135, 1.309, 1.764], [-0.728, 0.779, 3.895], [-1.484, -0.351, 3.254], [-0.525, -1.403, 2.833], [-1.104, -2.742, 2.651], [-0.748, -3.463, 1.368], [-1.573, -4.491, 0.922], [-1.186, -5.236, -0.176], [0.023, -4.945, -0.786], [0.782, -3.912, -0.269], [0.412, -3.180, 0.784], [-0.777, 1.003, 5.259], [1.255, 3.712, 5.432], [-2.025, 0.007, 2.379], [-2.208, -0.753, 3.972], [0.132, -1.470, 3.604], [-2.189, -2.700, 2.776], [-0.733, -3.397, 3.446], [-2.507, -4.694, 1.433], [-1.817, -6.032, -0.551], [0.369, -5.495, -1.650], [1.733, -3.653, -0.720], [-1.388, 0.368, 5.889], [2.391, -0.908, 2.970], [3.699, 0.251, 2.815], [4.575, 0.504, 3.869], [5.628, 1.385, 3.696], [5.811, 2.021, 2.471], [4.935, 1.785, 1.426], [3.873, 0.900, 1.596], [2.758, 0.577, 0.276], [4.416, 0.010, 4.820], [6.302, 1.588, 4.517], [6.630, 2.716, 2.341], [5.053, 2.293, 0.477], [-0.196, 1.335, -4.424], [0.905, 0.375, -4.069], [1.829, 0.026, -5.051], [2.871, -0.853, -4.795], [3.008, -1.405, -3.533], [2.097, -1.068, -2.543], [1.044, -0.189, -2.791], [-0.290, 0.123, -1.143], [-1.923, -1.051, -1.913], [-1.814, -1.675, -3.151], [-2.841, -2.472, -3.640], [-3.988, -2.653, -2.884], [-4.097, -2.041, -1.643], [-3.075, -1.242, -1.143], [-3.207, -0.606, 0.213], [-0.829, 2.175, -1.391], [0.213, 2.999, -0.964], [0.127, 4.378, -1.075], [-1.019, 4.943, -1.607], [-2.064, 4.128, -2.014], [-2.000, 2.740, -1.916], [-3.177, 1.941, -2.409], [-0.237, 1.485, -5.503], [-0.043, 2.306, -3.950], [-1.170, 0.966, -4.100], [1.726, 0.456, -6.040], [3.573, -1.100, -5.581], [3.822, -2.084, -3.311], [2.234, -1.480, -1.552], [-0.918, -1.548, -3.747], [-2.742, -2.944, -4.610], [-4.797, -3.267, -3.257], [-4.994, -2.184, -1.050], [-4.195, -0.772, 0.643], [-3.024, 0.471, 0.189], [-2.463, -1.033, 0.884], [1.103, 2.562, -0.521], [0.946, 4.998, -0.735], [-1.106, 6.018, -1.701], [-2.960, 4.579, -2.426], [-3.924, 2.604, -2.846], [-3.661, 1.391, -1.604], [-2.891, 1.212, -3.167]], "e_homo_ev": [-7.1, -7.1], "e_tot_ev": -94510.387, "e_lumo_ha": [-0.018, -0.018], "orbital_gap_ev": [6.6, 6.6]}

Entry 3:
{"formula": "C40H36IMnN7O7S2", "method": "ωB97M-V/def2-TZVPD", "species": ["Mn", "N", "C", "S", "N", "N", "C", "C", "C", "C", "C", "C", "C", "O", "H", "H", "H", "H", "H", "H", "H", "C", "C", "C", "N", "C", "S", "N", "C", "O", "C", "C", "C", "C", "C", "C", "H", "H", "H", "H", "H", "H", "H", "H", "H", "H", "H", "H", "H", "H", "N", "C", "N", "C", "C", "C", "C", "C", "C", "H", "H", "H", "H", "H", "H", "I", "C", "C", "C", "C", "C", "C", "C", "O", "O", "H", "H", "H", "H", "O", "C", "C", "C", "C", "C", "C", "C", "O", "O", "H", "H", "H", "H", "H"], "xyz": [[-1.082, -0.378, -0.399], [-3.919, 1.427, -3.327], [-3.200, 1.322, -2.141], [-1.568, 1.855, -2.149], [-3.889, 0.845, -1.130], [-3.088, 0.603, -0.041], [-3.636, 0.726, 1.101], [-2.965, 0.475, 2.379], [-3.768, 0.407, 3.519], [-3.251, 0.144, 4.777], [-1.873, -0.044, 4.899], [-1.048, 0.038, 3.796], [-1.555, 0.309, 2.502], [-0.743, 0.377, 1.492], [-3.304, 1.428, -4.124], [-4.659, 0.741, -3.385], [-4.685, 1.033, 1.141], [-4.838, 0.557, 3.398], [-3.900, 0.093, 5.643], [-1.440, -0.263, 5.870], [0.022, -0.127, 3.874], [0.548, 4.525, 1.519], [0.193, 3.529, 0.423], [1.358, 2.648, 0.001], [1.728, 1.744, 1.099], [2.819, 1.001, 1.183], [2.946, -0.357, 2.147], [3.928, 1.369, 0.399], [4.464, 2.596, 0.112], [5.163, 2.763, -0.862], [4.292, 3.703, 1.121], [4.458, 5.009, 0.675], [4.389, 6.063, 1.571], [4.173, 5.810, 2.919], [4.027, 4.507, 3.367], [4.081, 3.448, 2.469], [-0.314, 5.145, 1.779], [1.361, 5.189, 1.207], [0.874, 4.011, 2.426], [-0.172, 4.039, -0.471], [-0.624, 2.879, 0.743], [2.209, 3.270, -0.276], [1.076, 2.043, -0.861], [0.914, 1.253, 1.489], [4.417, 0.584, -0.004], [4.639, 5.176, -0.379], [4.504, 7.080, 1.218], [4.117, 6.633, 3.622], [3.859, 4.306, 4.418], [3.974, 2.432, 2.828], [-2.831, -3.030, 2.743], [-2.878, -2.406, 1.532], [-1.716, -2.296, 0.966], [-0.817, -2.880, 1.856], [0.563, -3.023, 1.756], [1.213, -3.618, 2.822], [0.517, -4.063, 3.956], [-0.856, -3.931, 4.062], [-1.504, -3.330, 2.988], [-3.597, -3.110, 3.383], [-3.803, -2.046, 1.106], [1.079, -2.677, 0.868], [2.291, -3.729, 2.786], [1.069, -4.516, 4.772], [-1.393, -4.267, 4.941], [5.781, -0.384, -6.245], [4.336, -0.657, -4.747], [3.710, -1.890, -4.629], [2.770, -2.069, -3.626], [2.442, -1.029, -2.765], [3.065, 0.202, -2.920], [4.031, 0.396, -3.901], [1.416, -1.260, -1.664], [1.148, -2.426, -1.360], [0.947, -0.199, -1.130], [3.953, -2.697, -5.309], [2.268, -3.018, -3.491], [2.788, 1.015, -2.264], [4.527, 1.352, -3.996], [-3.710, -3.373, -1.417], [-3.742, -3.624, -2.731], [-4.635, -4.594, -3.198], [-4.702, -4.892, -4.547], [-3.880, -4.233, -5.456], [-2.995, -3.273, -4.988], [-2.906, -2.949, -3.641], [-1.911, -1.872, -3.211], [-1.220, -1.341, -4.068], [-1.906, -1.612, -1.949], [-2.992, -2.666, -1.323], [-5.265, -5.100, -2.475], [-5.400, -5.647, -4.892], [-3.930, -4.468, -6.513], [-2.335, -2.735, -5.659]], "e_homo_ev": [-2.2, -2.2], "e_tot_ev": -127927.761, "e_lumo_ha": [0.127, 0.127], "total_charge": -2, "orbital_gap_ev": [5.6, 5.7], "spin_multiplicity": 6}

Entry 4:
{"formula": "C40H36N6O16", "method": "ωB97M-V/def2-TZVPD", "species": ["C", "O", "C", "O", "C", "C", "O", "O", "H", "H", "H", "H", "H", "H", "C", "C", "C", "C", "C", "C", "N", "O", "O", "H", "H", "H", "H", "H", "C", "C", "C", "C", "C", "C", "N", "O", "O", "H", "H", "H", "H", "H", "C", "C", "C", "C", "C", "C", "N", "O", "O", "H", "H", "H", "H", "H", "C", "C", "C", "C", "C", "C", "N", "O", "O", "H", "H", "H", "H", "H", "C", "C", "C", "C", "C", "C", "N", "O", "O", "H", "H", "H", "H", "H", "C", "C", "C", "C", "C", "C", "N", "O", "O", "H", "H", "H", "H", "H"], "xyz": [[3.978, 2.065, 1.036], [3.847, 2.940, 2.233], [2.408, 3.156, 2.445], [1.964, 3.074, 3.718], [1.296, 3.541, 1.303], [-0.075, 2.652, 1.658], [-1.277, 3.224, 1.804], [0.158, 1.175, 1.744], [3.790, 2.785, 0.105], [3.056, 1.311, 1.102], [4.999, 1.493, 0.982], [1.582, 3.239, 0.207], [1.109, 4.698, 1.358], [0.473, 0.834, 0.834], [-5.152, 1.564, -1.489], [-4.687, 0.303, -1.867], [-3.316, 0.074, -2.001], [-2.415, 1.118, -1.747], [-2.880, 2.386, -1.375], [-4.253, 2.604, -1.247], [-0.972, 0.876, -1.862], [-0.602, -0.254, -2.212], [-0.207, 1.814, -1.597], [-6.221, 1.736, -1.380], [-5.394, -0.502, -2.055], [-2.970, -0.914, -2.297], [-2.192, 3.206, -1.180], [-4.623, 3.584, -0.955], [4.082, 0.308, 5.834], [4.885, -0.660, 6.440], [6.200, -0.847, 6.009], [6.704, -0.054, 4.969], [5.897, 0.913, 4.354], [4.583, 1.090, 4.792], [8.093, -0.228, 4.529], [8.769, -1.107, 5.084], [8.511, 0.515, 3.629], [3.059, 0.454, 6.177], [4.487, -1.266, 7.250], [6.813, -1.605, 6.491], [6.273, 1.533, 3.543], [3.949, 1.839, 4.323], [-1.013, 9.141, -1.655], [-0.258, 8.502, -2.640], [0.839, 7.716, -2.280], [1.169, 7.573, -0.926], [0.417, 8.219, 0.064], [-0.676, 9.004, -0.307], [2.305, 6.727, -0.540], [2.958, 6.188, -1.446], [2.545, 6.598, 0.669], [-1.871, 9.748, -1.940], [-0.526, 8.614, -3.688], [1.418, 7.225, -3.060], [0.665, 8.120, 1.119], [-1.268, 9.508, 0.454], [-7.932, -0.999, -7.176], [-6.667, -0.647, -6.701], [-6.217, -1.143, -5.476], [-7.043, -1.998, -4.734], [-8.316, -2.347, -5.205], [-8.756, -1.843, -6.430], [-6.565, -2.543, -3.457], [-5.441, -2.196, -3.066], [-7.311, -3.322, -2.846], [-8.276, -0.615, -8.135], [-6.031, 0.012, -7.288], [-5.229, -0.859, -5.120], [-8.969, -3.006, -4.636], [-9.742, -2.110, -6.805], [-8.133, -5.361, -0.857], [-8.094, -6.513, -0.069], [-9.197, -7.367, -0.023], [-10.338, -7.060, -0.778], [-10.383, -5.901, -1.563], [-9.275, -5.053, -1.599], [-11.491, -7.968, -0.753], [-11.420, -8.973, -0.031], [-12.468, -7.679, -1.460], [-7.269, -4.701, -0.894], [-7.201, -6.746, 0.507], [-9.151, -8.261, 0.596], [-11.264, -5.648, -2.150], [-9.299, -4.152, -2.208], [10.594, -2.944, 3.510], [11.778, -2.256, 3.237], [12.763, -2.846, 2.443], [12.550, -4.129, 1.921], [11.366, -4.825, 2.199], [10.389, -4.226, 2.997], [13.571, -4.745, 1.064], [14.613, -4.105, 0.857], [13.331, -5.866, 0.594], [9.827, -2.477, 4.125], [11.932, -1.258, 3.642], [13.680, -2.297, 2.240], [11.189, -5.823, 1.804], [9.465, -4.756, 3.216]], "e_homo_ev": -9.7, "e_tot_ev": -83743.814, "e_lumo_ha": -0.055, "orbital_gap_ev": 8.2}

Entry 5:
{"formula": "C40H37BrNO8Pt", "method": "ωB97M-V/def2-TZVPD", "species": ["Pt", "C", "C", "C", "O", "C", "C", "O", "C", "O", "C", "C", "C", "C", "C", "C", "C", "C", "C", "C", "C", "C", "C", "O", "C", "C", "C", "C", "C", "C", "C", "C", "C", "C", "C", "C", "H", "H", "H", "H", "H", "H", "H", "H", "H", "H", "H", "H", "H", "H", "H", "H", "H", "H", "H", "H", "H", "H", "H", "H", "H", "H", "H", "H", "N", "C", "C", "O", "O", "H", "H", "H", "H", "H", "Br", "C", "C", "C", "C", "C", "C", "C", "O", "O", "H", "H", "H", "H"], "xyz": [[0.079, 0.534, 0.007], [1.526, -5.118, 2.589], [2.340, -3.914, 2.124], [3.826, -4.225, 2.147], [2.082, -2.760, 2.894], [1.028, -2.072, 2.259], [1.318, -2.319, 0.773], [1.895, -3.588, 0.790], [2.261, -1.265, -0.036], [1.967, -0.008, 0.405], [1.867, -1.421, -1.525], [2.045, -0.296, -2.332], [1.795, -0.380, -3.695], [1.355, -1.567, -4.256], [1.175, -2.682, -3.450], [1.430, -2.614, -2.089], [3.750, -1.533, 0.105], [4.379, -2.581, -0.565], [5.754, -2.719, -0.497], [6.521, -1.812, 0.225], [5.900, -0.768, 0.892], [4.523, -0.626, 0.829], [0.714, -0.655, 2.816], [-0.233, -0.042, 2.050], [0.144, -0.754, 4.257], [0.340, -1.851, 5.090], [-0.258, -1.885, 6.341], [-1.036, -0.825, 6.781], [-1.215, 0.282, 5.962], [-0.620, 0.320, 4.714], [1.969, 0.200, 3.054], [3.062, -0.284, 3.799], [4.151, 0.534, 4.022], [4.163, 1.840, 3.538], [3.076, 2.327, 2.809], [1.979, 1.525, 2.590], [1.804, -5.374, 3.610], [1.750, -5.958, 1.934], [0.458, -4.909, 2.546], [4.102, -4.658, 3.107], [4.401, -3.315, 1.991], [4.040, -4.938, 1.354], [0.079, -2.612, 2.431], [0.380, -2.331, 0.213], [2.439, 0.618, -1.903], [1.962, 0.489, -4.319], [1.162, -1.626, -5.319], [0.838, -3.614, -3.884], [1.297, -3.500, -1.485], [3.799, -3.281, -1.149], [6.234, -3.529, -1.029], [7.597, -1.914, 0.258], [6.482, -0.044, 1.447], [4.036, 0.208, 1.311], [0.945, -2.690, 4.781], [-0.117, -2.750, 6.976], [-1.492, -0.858, 7.761], [-1.819, 1.113, 6.300], [-0.758, 1.179, 4.071], [3.055, -1.284, 4.199], [4.993, 0.152, 4.583], [5.009, 2.483, 3.740], [3.094, 3.335, 2.417], [1.128, 1.892, 2.031], [-0.586, 4.380, -0.025], [0.868, 4.555, 0.215], [1.566, 3.298, -0.430], [2.763, 3.197, -0.414], [0.668, 2.513, -0.942], [-0.983, 5.068, -0.658], [-1.157, 4.317, 0.813], [-0.531, 3.402, -0.527], [1.105, 4.571, 1.276], [1.256, 5.454, -0.254], [-3.285, -1.723, 2.008], [-4.436, -0.843, 0.776], [-5.798, -1.068, 0.880], [-6.668, -0.394, 0.038], [-6.185, 0.500, -0.903], [-4.824, 0.716, -1.014], [-3.933, 0.051, -0.177], [-2.470, 0.306, -0.306], [-2.010, 1.481, -0.241], [-1.685, -0.669, -0.467], [-6.168, -1.772, 1.611], [-7.732, -0.566, 0.125], [-6.868, 1.021, -1.560], [-4.428, 1.392, -1.761]], "e_homo_ev": [-10.7, -10.7], "e_tot_ev": -133228.961, "e_lumo_ha": [-0.250, -0.249], "total_charge": 1, "orbital_gap_ev": [3.9, 3.9]}